Molecular formula: C8H8N2O4S
Method: DFT, ωB97M-V with the def2-TZVPD basis set

XYZ file:
```
23
Properties=species:S:1:pos:R:3:forces:R:3
C 3.443410 -0.936324 0.182995 0.1 1.3 0.5
C 3.241446 0.401246 -0.203687 2.1 -1.1 -0.9
C 2.499730 -1.537261 0.938406 -2.3 1.6 -0.9
C 2.107981 1.062235 0.111768 -0.4 1.8 -1.2
C 1.225309 -0.921638 1.089200 2.5 -2.5 0.6
C 1.094192 0.351445 0.697338 -1.9 0.6 0.3
C -2.907834 1.411291 -1.627382 1.5 -1.1 -0.3
C -1.644527 0.128380 0.413321 2.1 0.7 -1.4
N -1.407774 -0.685328 -0.747990 0.6 -1.6 0.5
N -2.854114 0.027280 1.054389 -1.8 -0.4 0.0
O -0.524837 -0.367082 -1.513970 0.6 0.9 -0.3
O -2.018849 -1.721878 -0.839591 -0.1 -0.7 -0.3
O -3.025881 0.707461 2.046794 0.1 0.3 0.7
O -3.682396 -0.679784 0.525214 -1.1 0.0 0.6
S -0.453808 1.125090 1.055845 -0.1 1.1 0.5
H 4.355643 -1.452681 0.020168 0.8 -0.1 -0.4
H 4.037726 0.808401 -0.830437 -0.4 0.4 0.3
H 2.613872 -2.498627 1.270289 0.3 -2.3 0.9
H 1.917956 2.084809 -0.266474 0.2 -0.7 0.4
H 0.502859 -1.571173 1.537453 -0.8 0.4 0.3
H -2.042900 2.064464 -1.581980 -0.2 0.2 -0.1
H -3.854337 1.801306 -1.278135 -0.1 -0.5 -0.2
H -2.622868 0.398377 -2.053536 -1.5 1.8 0.3
```
Forces are in eV/Å.

Values from the calculation:
Energy relative to the best compared isomer or geometry (same formula, charge and spin): 219.6 kcal/mol
Electronic energy: -1117.93742 Eh
E_HOMO (spin up / spin down): -9.1 / -9.1 eV
HOMO-LUMO gap (spin up / spin down): 8.53 / 6.31 eV
LUMO energy (spin up / spin down): -0.0223 / -0.1015 Eh